[1]
DFT (ωB97M-V/def2-TZVPD) results for a cluster of 3 separate species, C31H35N9O5PS in total in a non-equilibrium geometry.

Each line ends with the Mulliken charge.
Positions of all 82 atoms, in Å:
C  -3.964  0.421  -0.746  -0.46
C  -4.886  -0.770  -0.760  1.08
C  -6.139  -0.627  -0.179  -0.97
C  -7.061  -1.654  -0.158  -0.76
C  -6.740  -2.873  -0.729  -0.78
C  -5.501  -3.035  -1.306  -0.96
C  -4.573  -2.003  -1.332  1.54
C  -3.289  -2.364  -2.047  -1.70
N  -2.082  -1.628  -1.689  0.09
C  -1.397  -0.587  -2.199  0.27
N  -1.682  0.181  -3.282  0.19
S  -3.059  0.076  -4.275  -0.14
P  -0.481  1.393  -3.728  0.53
N  0.666  0.922  -4.643  -0.66
N  -0.301  -0.337  -1.468  -0.36
C  -0.314  -1.205  -0.484  0.11
C  0.762  -1.269  0.538  -0.72
C  1.009  0.099  1.207  -0.18
O  1.920  0.782  0.795  -0.12
N  0.178  0.531  2.264  0.11
C  -0.768  1.538  1.762  -0.58
C  -0.521  -0.535  2.979  -1.05
N  -1.375  -2.021  -0.557  1.03
C  -1.765  -3.108  0.293  -0.53
C  -1.083  -4.315  0.229  0.00
C  -1.474  -5.315  1.100  -0.79
C  -2.525  -5.064  1.980  -0.43
N  -3.189  -3.909  2.020  -0.75
C  -2.815  -2.945  1.189  0.02
H  -4.387  1.194  -0.110  0.57
H  -3.824  0.849  -1.737  0.21
H  -2.995  0.185  -0.310  -0.56
H  -6.393  0.329  0.255  0.43
H  -8.025  -1.501  0.303  0.43
H  -7.452  -3.683  -0.723  0.43
H  -5.262  -3.990  -1.757  0.45
H  -3.075  -3.409  -1.829  0.47
H  -3.418  -2.305  -3.119  0.51
H  -2.624  -0.914  -5.071  0.20
H  -1.341  2.331  -4.305  0.05
H  -0.113  1.919  -2.489  0.01
H  0.672  -0.059  -4.884  0.25
H  1.688  -1.498  0.014  0.36
H  0.584  -2.068  1.253  0.43
H  -0.242  2.260  1.144  0.12
H  -1.225  2.055  2.601  0.45
H  -1.558  1.080  1.159  0.03
H  -0.931  -0.123  3.896  0.42
H  -1.356  -0.955  2.404  0.32
H  0.165  -1.338  3.228  0.35
H  -0.270  -4.455  -0.469  0.53
H  -0.972  -6.270  1.108  0.45
H  -2.838  -5.827  2.677  0.46
H  -3.355  -2.009  1.231  0.50
C  4.896  1.026  1.612  -0.18
C  4.904  0.232  0.471  -0.08
C  6.046  -0.472  0.123  -0.70
C  7.160  -0.372  0.933  0.02
C  7.181  0.414  2.068  -0.36
C  6.035  1.118  2.403  -0.80
N  8.369  -1.139  0.574  1.01
O  8.327  -1.808  -0.437  -0.60
O  9.326  -1.055  1.315  -0.61
H  4.005  1.573  1.885  0.26
H  4.023  0.166  -0.150  0.59
H  6.074  -1.091  -0.761  0.45
H  8.072  0.471  2.673  0.47
H  6.033  1.739  3.289  0.40
C  2.365  5.791  1.793  -0.59
C  2.116  6.444  0.592  -0.45
C  1.984  5.719  -0.580  -0.54
C  2.103  4.343  -0.517  -0.31
C  2.355  3.667  0.663  0.66
C  2.487  4.407  1.827  -0.77
N  1.950  3.560  -1.752  1.03
O  1.742  4.156  -2.789  -0.61
O  2.017  2.350  -1.659  -0.51
H  2.467  6.363  2.705  0.42
H  2.026  7.521  0.568  0.39
H  1.795  6.209  -1.523  0.50
H  2.451  2.590  0.669  0.55
H  2.687  3.902  2.762  0.44

LUMO level ... -0.112 Ha
Energy above the lowest of the compared OMol25 structures with the same formula, charge and spin ... 0.00 kcal/mol
Charge ... +1
Kohn-Sham gap ... 8.46 eV

[2]
DFT (ωB97M-V/def2-TZVPD) results for a cluster of 6 separate species, C31H36F41N2O5P in total.

Each line ends with the Mulliken charge.
Positions of all 116 atoms, in Å:
F  4.347  -4.064  -2.988  -0.09
C  5.578  -4.027  -3.553  0.04
F  5.468  -4.401  -4.843  -0.30
C  6.534  -4.989  -2.829  0.79
F  6.168  -6.265  -3.059  -0.28
F  7.741  -4.781  -3.434  -0.33
C  6.783  -4.763  -1.325  -0.58
O  6.040  -5.537  -0.394  -0.39
C  4.792  -5.160  0.022  0.62
F  4.471  -3.911  -0.383  -0.08
F  4.771  -5.125  1.378  -0.34
C  3.710  -6.180  -0.364  0.11
F  3.753  -6.468  -1.682  -0.23
F  2.505  -5.632  -0.088  -0.15
H  5.959  -3.003  -3.512  0.28
H  7.809  -5.089  -1.169  0.39
H  6.747  -3.701  -1.079  0.29
H  3.851  -7.103  0.203  0.22
F  0.075  -3.250  -3.761  -0.27
C  1.071  -3.278  -2.849  0.15
F  0.764  -4.209  -1.920  -0.21
C  1.207  -1.931  -2.138  1.22
F  0.132  -1.699  -1.356  -0.25
F  2.293  -2.090  -1.316  0.05
C  1.522  -0.698  -2.990  -1.12
O  0.450  0.140  -3.371  -0.42
C  -0.287  -0.071  -4.505  0.79
F  0.232  -1.035  -5.294  -0.31
F  -0.271  1.087  -5.210  -0.31
C  -1.769  -0.333  -4.196  0.27
F  -1.909  -1.371  -3.350  -0.21
F  -2.399  -0.628  -5.357  -0.28
H  2.006  -3.547  -3.343  0.19
H  2.117  -0.067  -2.336  0.03
H  2.150  -0.959  -3.843  0.46
H  -2.215  0.561  -3.755  0.23
F  5.188  2.646  -0.845  -0.22
C  5.996  1.595  -0.596  -0.05
F  6.830  1.429  -1.649  -0.27
C  5.185  0.310  -0.423  1.14
F  4.611  -0.032  -1.599  -0.26
F  6.118  -0.645  -0.126  -0.34
C  4.164  0.254  0.717  -0.71
O  2.811  0.525  0.425  -0.05
C  2.274  1.788  0.447  0.61
F  3.133  2.709  0.932  -0.32
F  1.226  1.711  1.307  -0.27
C  1.692  2.202  -0.909  0.44
F  2.637  2.117  -1.868  -0.23
F  1.274  3.484  -0.817  -0.29
H  6.590  1.792  0.301  0.32
H  4.151  -0.794  1.018  0.01
H  4.509  0.828  1.579  0.44
H  0.850  1.554  -1.163  0.12
F  -5.050  3.116  1.138  -0.25
C  -3.964  2.312  1.189  0.01
F  -3.270  2.472  0.037  -0.23
C  -4.363  0.840  1.315  1.01
F  -4.977  0.423  0.188  -0.28
F  -3.167  0.189  1.410  -0.34
C  -5.162  0.417  2.553  -0.75
O  -6.565  0.300  2.439  -0.42
C  -7.416  1.355  2.635  0.77
F  -6.788  2.450  3.113  -0.28
F  -8.324  0.966  3.562  -0.31
C  -8.239  1.683  1.380  0.19
F  -7.439  1.924  0.324  -0.20
F  -8.971  2.794  1.630  -0.26
H  -3.329  2.611  2.027  0.39
H  -4.836  -0.604  2.744  0.32
H  -4.879  1.010  3.424  0.40
H  -8.906  0.849  1.150  0.23
F  -4.726  8.876  -0.873  -0.22
C  -4.769  8.228  0.311  0.08
F  -4.161  8.995  1.245  -0.27
C  -4.034  6.889  0.237  0.93
F  -2.710  7.093  0.071  -0.29
F  -4.217  6.334  1.475  -0.32
C  -4.546  5.841  -0.756  -0.36
O  -3.897  5.734  -2.005  -0.40
C  -4.246  6.498  -3.084  0.78
F  -5.375  7.209  -2.879  -0.31
F  -4.479  5.649  -4.115  -0.30
C  -3.096  7.398  -3.557  0.21
F  -2.655  8.185  -2.556  -0.22
F  -3.556  8.186  -4.559  -0.27
H  -5.811  8.072  0.604  0.29
H  -4.331  4.892  -0.277  -0.11
H  -5.630  5.896  -0.867  0.45
H  -2.274  6.780  -3.925  0.25
C  -0.294  -0.855  5.155  -1.17
C  -0.049  -0.201  3.788  0.05
N  0.800  -0.998  2.886  -0.07
P  0.001  -2.211  1.927  0.35
C  -0.933  -3.292  3.089  -0.85
C  -2.302  -2.734  3.495  0.17
F  -2.609  -3.067  4.844  -0.39
C  1.430  -3.335  1.492  0.68
N  2.643  -3.119  2.267  0.08
C  2.763  -3.830  3.533  -1.23
H  0.360  -0.425  5.919  0.36
H  -1.340  -0.746  5.464  0.28
H  -0.089  -1.928  5.122  0.25
H  -0.991  0.118  3.315  -0.13
H  0.512  0.725  3.973  0.46
H  1.149  -0.354  2.186  -0.19
H  -0.382  -3.615  3.980  0.45
H  -1.090  -4.203  2.495  0.54
H  -3.087  -3.162  2.857  0.36
H  -2.345  -1.643  3.400  -0.30
H  1.663  -3.138  0.440  -1.14
H  1.074  -4.376  1.570  0.48
H  3.458  -3.283  1.691  -0.01
H  2.056  -4.672  3.592  0.37
H  2.549  -3.179  4.394  0.27
H  3.775  -4.233  3.633  0.39

LUMO level ... 0.010 Ha
SMILES ... FC(F)C(F)(F)COC(F)(F)C(F)F.FC(F)C(F)(F)COC(F)(F)C(F)F.FC(F)C(F)(F)COC(F)(F)C(F)F.FC(F)C(F)(F)COC(F)(F)C(F)F.FC(F)C(F)(F)COC(F)(F)C(F)F.CCNP(CCF)CNC
Kohn-Sham gap ... 7.93 eV

Which formula does entry 2 have?
C31H36F41N2O5P

What is the formula in the second record?
C31H36F41N2O5P

Among the records above, which one has the highest LUMO level?
C31H36F41N2O5P

Kohn-Sham gap of number 1 (C31H35N9O5PS)?
8.46 eV